DFT (ωB97M-V/def2-TZVPD) results for 2 unconnected molecules or ions with the total composition C13H26N2O4PS at a distorted geometry.

```
47
Properties=species:S:1:pos:R:3:forces:R:3:mulliken_charge:R:1
C -4.46720 -3.28447 3.21776 -0.3 -0.3 -0.2 -0.623
C -3.47330 -2.86854 4.45504 -1.9 0.5 0.5 -0.511
S -1.67549 -3.38495 4.21842 -0.1 0.6 -0.3 -0.064
C -0.68368 -1.91356 3.52204 -0.3 0.0 1.0 -0.672
N -1.64269 -1.23157 2.51411 1.2 -1.5 -2.6 0.935
C -1.65436 -1.91158 1.18041 -3.6 3.5 -1.0 -0.088
C -2.70151 -1.26215 0.04831 0.7 1.9 5.6 -0.290
C -3.52764 0.01837 0.66644 2.3 -1.6 1.1 -0.193
C -3.25925 0.55782 2.17921 1.8 -3.7 -2.1 -0.326
N -2.27834 -0.15671 3.03107 -2.8 1.0 -4.2 -0.682
H -4.97077 -2.34898 2.69040 1.1 -1.9 1.2 0.138
H -5.33187 -3.98259 3.64403 1.9 1.6 -1.1 0.289
H -3.87293 -3.88275 2.40221 -1.2 1.1 1.6 0.197
H -3.86802 -3.44767 5.42122 1.3 1.2 -2.1 0.385
H -3.62350 -1.72949 4.68732 0.7 -2.2 -0.3 0.303
H -0.44856 -1.22225 4.44334 -0.5 -0.9 -2.4 0.336
H 0.30605 -2.29142 2.98634 -2.4 0.8 1.1 0.369
H -0.99011 -2.87243 0.93908 -1.5 2.5 1.1 0.334
H -2.81494 -1.70618 -1.02865 0.2 1.0 2.4 0.373
H -4.31181 0.60262 0.00016 1.8 -1.4 1.5 0.371
H -3.84626 1.47846 2.62928 1.5 -2.2 -0.9 0.371
O 2.21767 0.66298 -3.87895 -4.4 1.4 0.9 -0.687
P 2.06180 1.44888 -2.55407 10.0 -1.3 0.7 1.022
O 3.31553 2.48663 -2.86041 -0.9 0.0 0.0 -0.346
C 3.07015 3.58817 -3.71519 0.1 0.5 -0.2 -0.319
C 2.21474 4.63619 -3.03082 -0.1 0.2 0.0 -0.930
O 2.93585 0.35362 -1.64564 -1.6 0.0 0.4 -0.372
C 2.95604 -1.01971 -2.02122 0.1 -0.3 -0.4 -0.344
C 4.16394 -1.33051 -2.88851 0.3 0.0 0.0 -1.205
O 1.88763 2.32702 -1.07372 -3.0 -0.5 -2.0 -0.240
C 0.66654 2.10069 -0.38393 -0.3 0.1 0.7 -0.596
C 0.54303 0.67839 0.13146 0.0 -0.3 0.0 -0.426
H 2.60421 3.24578 -4.64475 0.1 0.0 0.0 0.277
H 4.04109 4.02277 -3.96990 -0.1 -0.2 0.1 0.334
H 1.20441 4.25698 -2.84831 0.0 0.1 0.0 0.215
H 2.13405 5.53530 -3.65067 0.0 -0.1 0.1 0.408
H 2.63845 4.91256 -2.06088 0.0 0.0 -0.2 0.230
H 2.01984 -1.29614 -2.52529 0.3 0.1 0.0 0.374
H 3.00380 -1.61482 -1.10538 0.0 0.2 0.1 0.383
H 4.30254 -0.59969 -3.68997 -0.3 -0.1 0.1 0.309
H 4.07273 -2.32408 -3.33640 0.0 0.1 0.1 0.351
H 5.07745 -1.30359 -2.28643 -0.1 -0.1 0.0 0.306
H -0.17009 2.34789 -1.04456 -0.1 0.1 0.2 0.289
H 0.64083 2.79399 0.46228 0.1 0.0 -0.2 0.392
H 0.42328 -0.02740 -0.69688 0.0 -0.1 0.1 0.193
H -0.32816 0.57675 0.78436 0.0 0.2 0.0 0.153
H 1.43884 0.38140 0.68624 -0.1 0.1 -0.1 0.276
```
Positions in Å, forces in eV/Å.

Summary:
Largest force on an atom in eV Å⁻¹: 10.15
Lowest unoccupied orbital energy in eV: -5.54
Net charge: +1
Highest occupied orbital energy in eV: -11.876